Formula: H6N2
Source: the Open Molecules 2025 dataset
Level of theory: ωB97M-V with the def2-TZVPD basis set

Each line ends with the Mulliken charge.
Geometry (Å):
N (-1.313, -1.277, 0.031)  -0.669
H (-1.711, -1.404, 0.967)  0.222
H (-1.925, -1.776, -0.623)  0.225
H (-1.388, -0.280, -0.192)  0.227
N (1.855, 1.161, -0.138)  -0.679
H (1.494, 2.114, -0.249)  0.217
H (1.767, 0.923, 0.855)  0.230
H (1.221, 0.540, -0.651)  0.227

Atoms 1-6, force components in eV/Å:
N -0.425 0.183 0.007
H 0.181 0.076 -0.473
H 0.288 0.258 0.331
H -0.033 -0.483 0.129
N -0.494 0.098 0.140
H 0.173 -0.463 0.070

Values from the calculation:
lowest unoccupied orbital energy	1.0	eV
energy relative to the best compared isomer or geometry (same formula, charge and spin)	0.081	eV
Kohn-Sham gap	10.98	eV
structure (SMILES)	N.N

***

Formula: C4H7NO2
Source: the Open Molecules 2025 dataset
Level of theory: ωB97M-V with the def2-TZVPD basis set

Each line ends with the Mulliken charge.
Geometry (Å):
C (-0.647, 1.442, 1.251)  -1.238
C (-0.156, 0.897, -0.068)  -0.237
C (1.744, -0.935, -1.320)  -0.375
N (0.896, -1.619, -0.569)  -0.106
C (-0.532, -1.478, -0.451)  0.628
O (-1.247, -2.438, -0.363)  -0.514
O (-0.976, -0.224, -0.465)  -0.306
H (-0.522, 0.686, 2.032)  0.300
H (-1.698, 1.734, 1.211)  0.328
H (-0.039, 2.314, 1.515)  0.365
H (-0.230, 1.622, -0.882)  0.306
H (0.886, 0.602, 0.045)  0.399
H (1.137, -0.184, -1.873)  0.237
H (1.246, -2.406, -0.029)  0.213

Atoms 1-6, force components in eV/Å:
C -0.058 0.023 0.085
C 0.077 0.231 0.059
C -0.415 -0.283 0.020
N 0.435 0.002 -0.212
C -0.273 -0.245 -0.005
O 0.390 0.572 -0.004

Values from the calculation:
lowest unoccupied orbital energy	0.4	eV
energy relative to the best compared isomer or geometry (same formula, charge and spin)	3.162	eV
Kohn-Sham gap	9.45	eV

***

Formula: C29H23EuN8O9
Source: the Open Molecules 2025 dataset
Level of theory: ωB97M-V with the def2-TZVPD basis set

Each line ends with the Mulliken charge.
Geometry (Å):
Eu (-0.363, 0.182, 0.265)  0.652
O (0.920, -1.870, 3.960)  -0.681
C (0.471, -1.708, 2.834)  0.117
N (-0.453, -0.805, 2.450)  0.207
C (-1.323, -0.324, 3.389)  -0.198
O (-1.737, -0.923, 4.362)  -0.689
C (-1.823, 1.082, 3.116)  0.878
C (-2.676, 1.657, 4.055)  -0.691
C (-3.148, 2.939, 3.841)  -0.397
C (-2.754, 3.604, 2.690)  -0.962
C (-1.896, 2.958, 1.810)  -0.326
N (-1.426, 1.730, 2.015)  0.524
C (1.090, -2.489, 1.699)  0.365
C (1.779, -3.650, 2.041)  -0.780
C (2.436, -4.363, 1.056)  -0.365
C (2.386, -3.870, -0.239)  -1.040
C (1.678, -2.705, -0.491)  -0.481
N (1.031, -2.012, 0.449)  0.262
H (-2.949, 1.080, 4.925)  0.565
H (-3.815, 3.405, 4.552)  0.443
H (-3.114, 4.598, 2.474)  0.437
H (-1.572, 3.446, 0.896)  0.495
H (1.793, -3.943, 3.080)  0.501
H (2.989, -5.258, 1.295)  0.444
H (2.893, -4.372, -1.048)  0.463
H (1.635, -2.303, -1.494)  0.600
O (-1.942, 1.476, -0.962)  -0.599
C (-2.456, 0.353, -0.769)  1.042
O (-2.621, -0.159, 0.359)  -0.609
C (-2.573, -0.552, -1.967)  0.622
C (-3.159, -0.187, -3.195)  -0.917
C (-2.987, -1.019, -4.266)  -0.686
C (-2.210, -2.189, -4.113)  0.997
C (-1.918, -3.064, -5.179)  -0.787
C (-1.111, -4.149, -4.982)  -0.590
C (-0.599, -4.435, -3.705)  -0.756
C (-0.883, -3.623, -2.644)  -0.363
C (-1.674, -2.471, -2.826)  -0.025
N (-1.864, -1.644, -1.777)  -0.282
H (-3.706, 0.740, -3.259)  0.493
H (-3.415, -0.791, -5.234)  0.425
H (-2.339, -2.853, -6.151)  0.405
H (-0.870, -4.803, -5.806)  0.406
H (0.030, -5.302, -3.574)  0.428
H (-0.520, -3.827, -1.648)  0.663
C (1.480, 1.246, 4.337)  -1.427
C (1.670, 2.033, 3.099)  0.324
N (1.398, 1.685, 1.853)  -0.065
C (1.745, 2.762, 1.072)  0.048
C (2.240, 3.775, 1.866)  0.123
N (2.174, 3.286, 3.142)  -0.054
C (2.766, 5.140, 1.612)  0.474
O (2.867, 5.518, 0.361)  -0.563
O (3.081, 5.833, 2.553)  -0.640
C (1.554, 2.699, -0.406)  0.639
O (2.052, 3.578, -1.127)  -0.907
O (0.921, 1.690, -0.815)  -0.245
H (1.372, 0.187, 4.129)  0.202
H (0.581, 1.580, 4.854)  0.267
H (2.330, 1.391, 5.000)  0.519
H (2.455, 3.816, 3.954)  0.238
H (2.580, 4.803, -0.311)  0.430
N (0.843, -0.209, -4.357)  -0.421
C (1.180, -0.047, -3.053)  0.394
N (2.396, 0.512, -2.830)  -0.463
O (0.488, -0.508, -2.145)  0.151
H (1.352, 0.270, -5.078)  0.207
H (-0.063, -0.581, -4.580)  0.122
H (2.798, 1.114, -3.530)  0.267
H (2.509, 0.842, -1.881)  0.171

Atoms 1-6, force components in eV/Å:
Eu 2.952 -0.273 1.222
O -0.116 -0.290 -0.171
C 0.277 -0.040 0.220
N -0.180 0.140 -0.330
C -0.258 -0.012 0.279
O 0.092 0.238 -0.145

Values from the calculation:
⟨S²⟩	12.009
lowest unoccupied orbital energy (alpha / beta)	-0.4 / -0.3	eV
energy relative to the best compared isomer or geometry (same formula, charge and spin)	1.326	eV
Kohn-Sham gap (alpha / beta)	8.78 / 8.85	eV
2S+1	7

***

Formula: C25H32N6O2SW
Source: the Open Molecules 2025 dataset
Level of theory: ωB97M-V with the def2-TZVPD basis set

Each line ends with the Mulliken charge.
Geometry (Å):
W (-0.265, 0.121, 0.112)  -0.320
C (2.116, 1.516, 1.587)  -1.240
N (0.735, 1.788, 1.078)  0.310
C (0.828, 2.887, -0.001)  -0.645
C (1.753, 2.647, -1.191)  -0.738
C (1.526, 1.343, -1.982)  -0.445
N (0.144, 0.867, -1.743)  -0.016
C (-0.790, 0.983, -2.665)  0.324
C (-2.174, 0.733, -2.449)  0.713
C (-3.036, 0.643, -3.560)  -0.908
C (-4.384, 0.408, -3.384)  -0.841
C (-4.908, 0.307, -2.095)  -0.542
C (-4.096, 0.466, -0.967)  -0.659
C (-2.754, 0.663, -1.152)  -0.033
O (-1.906, 0.873, -0.078)  0.306
C (-0.069, 2.393, 2.244)  -0.571
C (-1.137, 1.499, 2.857)  -0.803
C (-0.676, 0.099, 3.219)  -1.038
N (-0.606, -0.764, 1.992)  0.126
C (-0.855, -2.041, 2.175)  0.163
C (-1.049, -3.043, 1.183)  0.935
C (-1.303, -4.363, 1.590)  -1.016
C (-1.632, -5.335, 0.657)  -0.863
C (-1.748, -4.994, -0.687)  -0.622
C (-1.508, -3.686, -1.126)  -0.720
C (-1.144, -2.751, -0.196)  0.482
O (-0.893, -1.451, -0.545)  0.572
H (2.540, 2.455, 1.947)  0.475
H (2.742, 1.125, 0.796)  0.292
H (2.077, 0.808, 2.412)  0.381
H (1.194, 3.778, 0.514)  0.766
H (-0.195, 3.082, -0.329)  0.058
H (2.805, 2.706, -0.911)  0.354
H (1.569, 3.502, -1.844)  0.438
H (2.206, 0.564, -1.644)  -0.115
H (1.696, 1.497, -3.047)  0.664
H (-0.490, 1.322, -3.656)  0.607
H (-2.624, 0.737, -4.559)  0.546
H (-5.036, 0.310, -4.242)  0.502
H (-5.967, 0.130, -1.957)  0.530
H (-4.513, 0.445, 0.031)  0.572
H (-0.549, 3.299, 1.882)  0.380
H (0.659, 2.679, 3.001)  0.450
H (-2.021, 1.440, 2.222)  0.201
H (-1.468, 1.999, 3.769)  0.598
H (-1.384, -0.347, 3.915)  0.769
H (0.304, 0.105, 3.702)  0.285
H (-0.972, -2.372, 3.206)  0.572
H (-1.241, -4.616, 2.642)  0.514
H (-1.812, -6.353, 0.976)  0.483
H (-2.027, -5.749, -1.411)  0.489
H (-1.597, -3.423, -2.172)  0.558
N (-2.277, 3.836, -0.509)  -0.751
H (-3.224, 3.475, -0.409)  0.214
H (-2.266, 4.236, -1.447)  0.245
H (-2.272, 4.657, 0.095)  0.271
S (1.769, -1.530, 0.123)  -0.251
C (3.520, -1.335, 0.155)  0.369
N (4.204, -2.487, 0.370)  0.035
C (5.552, -2.528, 0.383)  0.036
C (6.251, -1.368, 0.172)  -0.895
C (5.502, -0.219, -0.041)  0.008
N (4.159, -0.211, -0.057)  -0.268
H (3.684, -3.347, 0.519)  0.264
H (6.016, -3.490, 0.564)  0.498
H (7.332, -1.360, 0.175)  0.440
H (5.985, 0.738, -0.207)  0.509

Atoms 1-6, force components in eV/Å:
W 1.139 -0.729 0.104
C 0.086 0.036 0.122
N 0.054 -0.098 0.232
C 0.122 -0.031 -0.198
C 0.011 -0.094 0.049
C -0.017 0.252 0.004

Values from the calculation:
lowest unoccupied orbital energy	-14.6	eV
energy relative to the best compared isomer or geometry (same formula, charge and spin)	1.202	eV
Kohn-Sham gap	5.82	eV
net charge	+4

***

Across the entries above, energy takes the values -3077.6412; -9844.1176; -80131.6321; -52101.3338 eV, respectively.